24
Properties=species:S:1:pos:R:3:mulliken_charge:R:1 method="wB97M-V/def2-TZVPD" e_homo_ev="-7.1 / -8.0" charge=0 spin_multiplicity=1 max_force_ev_per_a=3.85 e_above_lowest_kcal_mol=96.1
C 0.46591 2.81993 0.58311 -0.049
C 1.13119 2.47034 1.79519 -0.199
C -0.71767 2.36952 0.02742 -0.825
C -0.69134 -0.35992 -1.72352 -1.771
C 1.21260 -1.76933 -0.79781 -1.706
C -1.02680 -2.23184 -0.13647 -1.400
C -0.11790 -1.07791 -0.57360 1.831
N 0.11648 -0.18337 0.48891 0.227
O 0.75877 1.44121 2.52979 -0.387
P 0.42823 -0.15185 1.96859 -0.241
H 1.12303 3.25394 -0.13834 0.269
H 1.99852 3.09447 2.04010 0.390
H -1.42146 1.96945 0.72994 0.434
H -0.78891 2.16970 -1.04147 0.300
H -1.23536 -1.00793 -2.45264 0.342
H -1.47659 0.26536 -1.19367 0.370
H -0.15149 0.32534 -2.30838 0.350
H 1.96138 -1.01862 -1.28197 0.285
H 1.39052 -2.55287 -1.48531 0.399
H 1.54924 -2.12937 0.18630 0.462
H -1.72635 -1.94971 0.75752 0.275
H -1.76589 -2.55709 -0.88635 0.324
H -0.33347 -3.08707 0.17542 0.317
H -0.68265 -0.10239 2.73724 0.001